1.
DFT (ωB97M-V/def2-TZVPD) results for a cluster of 2 separate species, C4H6O2 in total.

Last column: Löwdin charge in e.
Element x y z (Å)
O  2.162  0.772  0.873  0.15
C  1.850  0.134  -0.053  -0.32
C  1.638  -0.728  -1.027  0.00
C  -1.315  -0.125  0.957  -0.04
C  -1.156  0.737  -0.257  -0.29
O  -0.168  1.351  -0.587  0.02
H  0.924  -0.582  -1.823  0.06
H  2.359  -1.533  -1.062  0.06
H  -1.968  -0.979  0.750  0.08
H  -0.386  -0.450  1.430  0.08
H  -1.853  0.542  1.645  0.09
H  -2.086  0.860  -0.844  0.12

* orbital gap: 9.8 eV
* E_tot: -8338.56282 eV
* ΔE to the lowest compared entry with this formula, charge and spin: 1.8983 eV
* E_LUMO: 0.031 Ha
* E_HOMO: -8.93 eV


2.
DFT (ωB97M-V/def2-TZVPD) results for a cluster of 3 separate species, C4H13O4 in total.

Last column: Löwdin charge in e.
Element x y z (Å)
C  -1.927  0.205  0.993  -0.28
O  -2.980  -0.631  0.521  -0.13
C  -0.626  -0.496  1.199  -0.17
C  -0.071  -0.601  -0.169  -0.57
C  1.195  -1.544  -0.201  -0.04
O  -0.006  0.679  -0.545  -0.28
H  -2.119  0.267  2.068  0.12
H  -1.942  0.998  0.263  0.12
H  -0.131  0.365  1.513  0.10
H  -0.828  -1.360  1.757  0.11
H  -0.751  -0.849  -1.020  0.14
H  0.914  -2.522  -0.675  0.07
H  1.476  -1.815  0.835  0.06
H  2.109  -1.122  -0.617  0.06
H  1.587  1.909  -2.447  -0.09
H  0.815  0.813  -1.703  0.02
H  -2.711  -1.238  -0.243  0.10
O  1.199  1.135  -2.703  -0.18
H  2.250  2.031  0.161  -0.04
H  0.960  1.625  0.226  -0.03
O  1.588  2.152  0.788  -0.10

* charge: -1
* orbital gap: 8.1 eV
* E_tot: -12547.29871 eV
* ΔE to the lowest compared entry with this formula, charge and spin: 2.9335 eV
* E_LUMO: 0.142 Ha
* E_HOMO: -4.27 eV